DFT (the ωB97M-V functional and the def2-TZVPD basis) results for a molecular structure, C45H52AuN3O2P2S.

CARTESIAN COORDINATES (ANGSTROEM)
1 Au -20.7505 0.9714 9.5186
2 O -23.5435 1.6088 11.6190
3 S -22.8777 2.8186 12.1035
4 O -23.5297 4.1211 12.1117
5 N -21.4430 2.8115 11.2914
6 C -20.6508 3.8495 11.1822
7 C -20.7379 5.1304 11.8684
8 C -19.7961 6.1265 11.7249
9 C -18.7847 5.9684 10.7784
10 C -18.6626 4.7691 9.9999
11 C -17.6409 4.6641 9.0183
12 C -17.4814 3.4192 8.4062
13 C -18.4018 2.4085 8.6411
14 N -19.5173 2.5726 9.4044
15 C -19.5795 3.6899 10.2353
16 C -22.4064 2.4324 13.8089
17 C -22.0880 3.5167 14.6843
18 C -22.0529 3.2585 16.0643
19 C -22.3761 2.0009 16.5477
20 C -22.7074 0.9724 15.6721
21 C -22.7025 1.1634 14.3181
22 H -21.6241 5.3276 12.5209
23 H -19.8201 7.0219 12.3121
24 H -18.0626 6.7525 10.7458
25 H -16.8793 5.4522 8.8557
26 H -16.6463 3.1761 7.7566
27 H -18.2123 1.4223 8.2397
28 H -21.8220 4.5064 14.3113
29 H -21.7602 4.0145 16.7753
30 H -22.3394 1.7907 17.6126
31 H -22.8982 -0.0180 16.0388
32 H -23.0014 0.3781 13.6512
33 C -18.5769 -3.7576 5.2261
34 C -18.4029 -4.3731 6.4798
35 C -18.5829 -3.5933 7.5970
36 C -18.9641 -2.2141 7.4953
37 C -19.1120 -1.6309 6.2307
38 C -18.9194 -2.4066 5.1114
39 P -19.3755 -1.2166 8.9511
40 C -18.1631 -1.8949 10.0468
41 C -16.7543 -2.0847 9.6411
42 C -15.3631 -3.1817 11.5842
43 C -16.0835 -3.4978 12.8582
44 C -18.6796 -3.0239 12.2581
45 C -18.5029 -1.7224 11.4892
46 C -21.1089 -1.7712 9.2894
47 C -21.7864 -3.0351 9.1410
48 C -23.1618 -3.0982 9.1518
49 C -23.8894 -1.9513 9.3443
50 C -23.2770 -0.7298 9.5884
51 C -21.8526 -0.6506 9.5215
52 H -18.4488 -4.3677 4.3145
53 H -18.1190 -5.4215 6.5120
54 H -18.4414 -4.0263 8.6319
55 H -19.3636 -0.5902 6.0537
56 H -19.0555 -2.0046 4.1529
57 H -16.7276 -2.2450 8.5581
58 H -14.3412 -3.5656 11.6739
59 H -15.4741 -4.1371 13.4915
60 H -19.3308 -2.8138 13.1474
61 H -19.5589 -1.3093 11.4765
62 H -21.2673 -3.9745 8.9582
63 H -23.6570 -4.0610 8.9158
64 H -24.9805 -2.0240 9.4588
65 H -23.8709 0.1729 9.7653
66 C -17.5021 -3.9149 12.7726
67 C -15.4688 -2.1109 12.8060
68 C -16.0417 -3.2966 10.2304
69 C -14.0983 -2.0349 13.4743
70 P -16.5485 -0.6136 13.0596
71 N -17.8538 -0.6163 12.1476
72 C -17.1647 -0.4635 14.8601
73 C -16.1749 -1.0702 15.9026
74 C -17.5094 1.0187 15.2284
75 C -18.4538 -1.2597 15.0055
76 C -15.5007 0.8723 12.7016
77 C -16.4265 2.0550 12.3609
78 C -14.4711 1.2850 13.7539
79 C -14.7505 0.6138 11.3726
80 H -17.4718 -4.8046 12.1393
81 H -19.2794 -3.7217 11.6081
82 H -17.7192 -4.3633 13.7327
83 H -15.1855 -3.5518 9.5367
84 H -16.1008 -1.2301 9.8905
85 H -16.7377 -4.2006 10.1510
86 H -13.8557 -2.8782 14.1595
87 H -13.9891 -1.1302 14.0758
88 H -13.2155 -1.9405 12.7334
89 H -15.3359 -0.4093 16.1044
90 H -15.7774 -2.0555 15.6142
91 H -16.7568 -1.2610 16.8480
92 H -16.6423 1.6700 15.2913
93 H -18.0725 1.0154 16.2285
94 H -18.1827 1.4162 14.4616
95 H -18.2651 -2.3581 14.9222
96 H -19.1773 -0.9302 14.2504
97 H -18.8583 -1.0968 16.0091
98 H -16.8318 2.5696 13.2361
99 H -17.2447 1.6943 11.6857
100 H -15.9091 2.8234 11.8199
101 H -14.8416 1.1546 14.7694
102 H -14.1796 2.3526 13.5995
103 H -13.5402 0.7538 13.6659
104 H -15.4494 0.7209 10.5186
105 H -14.2383 -0.3603 11.3833
106 H -14.0034 1.4123 11.3445

Results
frontier orbital gap (alpha / beta)	0.2332 / 0.1873	Ha
total charge	0
highest occupied orbital energy (alpha / beta)	-0.2468 / -0.2536	Eh
spin multiplicity	3
E_LUMO (alpha / beta)	-0.37 / -1.81	eV

DFT (the ωB97M-V functional and the def2-TZVPD basis) results for a molecular structure, C45H53AlBN9OS3Si2.

CARTESIAN COORDINATES (ANGSTROEM)
1 Al -1.2557 0.5262 0.4217
2 C -2.4575 -2.9726 3.0404
3 N -2.7646 -1.6985 3.6485
4 C -2.7969 -1.4494 4.9971
5 C -3.0607 -0.1326 5.1416
6 N -3.1972 0.4239 3.8944
7 B -3.3598 1.9755 3.7473
8 N -3.9634 2.3982 2.3732
9 C -5.3044 2.6224 2.1661
10 C -5.4506 3.3524 1.0383
11 N -4.1829 3.5726 0.5467
12 C -3.8469 4.4887 -0.5232
13 C -3.2963 2.9422 1.3511
14 S -1.6136 2.8614 1.0136
15 C -3.0094 -0.5420 2.9862
16 S -3.2519 -0.4825 1.2800
17 H -2.1930 -3.6758 3.8276
18 H -1.6201 -2.8668 2.3568
19 H -3.3131 -3.3523 2.4826
20 H -2.6359 -2.2265 5.7230
21 H -3.1642 0.4609 6.0327
22 H -4.1462 2.3283 4.5891
23 H -2.2768 2.4787 3.8571
24 H -6.0414 2.2536 2.8565
25 H -6.3244 3.7328 0.5401
26 H -4.6115 5.2619 -0.5727
27 H -3.7921 3.9803 -1.4794
28 H -2.8844 4.9442 -0.3036
29 N -1.5491 -4.6985 -1.7134
30 C -0.5596 -3.9235 -1.2163
31 N 0.6918 -4.2323 -1.5825
32 S -0.9181 -2.6794 -0.1630
33 H -1.3761 -5.2435 -2.5421
34 H -2.4792 -4.3252 -1.6200
35 H 0.8753 -5.0671 -2.1134
36 H 1.4654 -3.7674 -1.1266
37 C 1.8699 -2.5639 4.3098
38 Si 1.5441 -0.7064 4.4238
39 C 0.7256 -0.2418 6.0598
40 C 3.1642 0.2494 4.2494
41 C 0.4489 -0.2516 3.0228
42 C -0.2037 0.0222 2.0290
43 H 2.5437 -2.9179 5.0934
44 H 2.3130 -2.8111 3.3427
45 H 0.9341 -3.1211 4.3912
46 H 1.4614 -0.0712 6.8489
47 H 0.0410 -1.0186 6.4021
48 H 0.1454 0.6736 5.9318
49 H 3.8586 0.0256 5.0625
50 H 2.9695 1.3236 4.2580
51 H 3.6603 0.0090 3.3064
52 C 10.4378 0.0038 0.7573
53 C 9.0861 -0.6286 0.5660
54 C 7.9161 0.0401 0.8965
55 C 6.6699 -0.5508 0.7329
56 C 6.5733 -1.8348 0.2024
57 N 5.3455 -2.5111 0.0283
58 C 4.0818 -2.0300 -0.2244
59 O 3.1020 -2.7325 -0.0462
60 N 4.0439 -0.7603 -0.7334
61 C 2.9669 0.1330 -0.8073
62 C 3.2538 1.4274 -1.2412
63 C 2.2558 2.3770 -1.2267
64 C 0.9981 2.0107 -0.7887
65 N 0.7038 0.7629 -0.4169
66 C 1.6639 -0.1677 -0.4230
67 C 7.7446 -2.5164 -0.1240
68 C 8.9785 -1.9227 0.0613
69 H 10.3460 1.0417 1.0726
70 H 11.0139 -0.0295 -0.1684
71 H 11.0103 -0.5340 1.5152
72 H 7.9713 1.0414 1.3062
73 H 5.7858 -0.0184 1.0572
74 H 5.3651 -3.5085 0.1601
75 H 4.9331 -0.3573 -0.9790
76 H 4.2569 1.6818 -1.5652
77 H 2.4471 3.3943 -1.5366
78 H 0.1980 2.7321 -0.7288
79 H 1.3781 -1.1519 -0.0787
80 H 7.6786 -3.5207 -0.5258
81 H 9.8771 -2.4697 -0.1979
82 C -6.8315 1.4837 -2.4488
83 C -5.9149 2.2808 -3.1182
84 C -4.5535 2.0260 -3.0037
85 C -4.0690 0.9922 -2.2003
86 C -5.0145 0.2023 -1.5368
87 C -6.3758 0.4351 -1.6623
88 Si -2.1926 0.5908 -2.0069
89 C -1.4203 1.9166 -3.1769
90 C -1.0833 1.6520 -4.5063
91 C -0.5772 2.6433 -5.3375
92 C -0.4107 3.9375 -4.8663
93 C -0.7497 4.2285 -3.5526
94 C -1.2396 3.2279 -2.7254
95 C -2.0262 -0.9568 -3.1384
96 C -0.7509 -1.4021 -3.5014
97 C -0.5687 -2.4220 -4.4223
98 C -1.6687 -3.0436 -5.0004
99 C -2.9443 -2.6372 -4.6374
100 C -3.1157 -1.6067 -3.7188
101 H -7.8935 1.6725 -2.5502
102 H -6.2637 3.0974 -3.7400
103 H -3.8588 2.6303 -3.5769
104 H -4.6762 -0.6186 -0.9173
105 H -7.0837 -0.2105 -1.1557
106 H -1.2268 0.6579 -4.9085
107 H -0.3192 2.3997 -6.3614
108 H -0.0236 4.7106 -5.5185
109 H -0.6374 5.2393 -3.1768
110 H -1.4977 3.4688 -1.6990
111 H 0.1207 -0.9157 -3.0718
112 H 0.4347 -2.7288 -4.6970
113 H -1.5318 -3.8282 -5.7358
114 H -3.8106 -3.1039 -5.0920
115 H -4.1201 -1.2885 -3.4693

Results
frontier orbital gap	0.2693	Ha
total charge	0
highest occupied orbital energy	-0.2561	Eh
E_LUMO	0.36	eV

DFT (the ωB97M-V functional and the def2-TZVPD basis) results for 2 unconnected molecules or ions with the total composition C45H53BN2O7S.

CARTESIAN COORDINATES (ANGSTROEM)
1 C -3.6805 -5.2939 1.6269
2 C -3.2869 -6.6367 0.9837
3 C -2.2642 -7.3705 1.8550
4 C -0.8509 -6.7540 1.7590
5 C -0.2557 -6.4389 3.1270
6 C 1.1349 -5.8119 3.0168
7 C 1.7608 -5.4686 4.3801
8 C 1.8063 -3.9625 4.6523
9 C 2.5553 -3.6462 5.9433
10 C 2.4625 -2.1621 6.3388
11 C 3.7686 -1.5568 6.8743
12 C 4.6979 -0.9169 5.8022
13 C 4.5134 -1.4827 4.4082
14 C 5.1502 -2.6678 4.0848
15 C 4.9841 -3.2109 2.8236
16 C 4.1800 -2.5671 1.9144
17 C 3.5221 -1.3884 2.2225
18 C 3.7084 -0.8335 3.4810
19 S 2.8910 0.6867 3.8974
20 C 2.6930 1.3946 2.2824
21 C 2.5877 2.7622 2.1413
22 C 2.3691 3.3587 0.9124
23 B 2.2294 4.9353 0.8312
24 O 0.9987 5.4817 1.1176
25 C 3.4685 5.8756 0.5164
26 C 4.4982 5.3171 -0.4834
27 C 2.2451 2.5483 -0.2121
28 C 1.9592 3.1700 -1.5562
29 O 0.8240 4.0273 -1.5543
30 C -0.3221 3.4176 -1.0481
31 O -1.3723 4.3155 -1.3303
32 C -2.6390 3.7420 -1.1071
33 C -3.0192 3.5692 0.3695
34 O -3.8904 2.4657 0.5807
35 C 2.3673 1.1780 -0.0602
36 N 2.2358 0.3057 -1.2292
37 C 1.1561 -0.2762 -1.2907
38 O 0.1778 -0.8933 -1.3360
39 C 2.6029 0.5754 1.1750
40 N 2.6904 -0.8287 1.2172
41 H -4.0801 -5.5066 2.6198
42 H -2.7902 -4.6751 1.7389
43 H -4.4533 -4.7826 1.0573
44 H -4.2081 -7.2160 0.8847
45 H -2.9071 -6.4660 -0.0259
46 H -2.2473 -8.4123 1.5305
47 H -2.6406 -7.3462 2.8801
48 H -0.2281 -7.4723 1.2219
49 H -0.9080 -5.8615 1.1302
50 H -0.1281 -7.3956 3.6383
51 H -0.9514 -5.7909 3.6645
52 H 1.7610 -6.5803 2.5522
53 H 1.1345 -4.9672 2.3242
54 H 1.2389 -6.0043 5.1752
55 H 2.7999 -5.8104 4.3651
56 H 0.7835 -3.5908 4.7652
57 H 2.2869 -3.5045 3.7868
58 H 3.5840 -4.0052 5.8911
59 H 2.0680 -4.2354 6.7260
60 H 1.7449 -2.0985 7.1602
61 H 2.0349 -1.5538 5.5414
62 H 3.4679 -0.7448 7.5409
63 H 4.2991 -2.2768 7.4964
64 H 4.5616 0.1619 5.8041
65 H 5.7388 -1.1022 6.0734
66 H 5.7771 -3.1334 4.8327
67 H 5.4816 -4.1381 2.5741
68 H 4.0483 -2.9942 0.9254
69 H 2.6618 3.3951 3.0178
70 H 0.6935 6.0966 0.4391
71 H 3.9695 6.0273 1.4784
72 H 3.0884 6.8257 0.1363
73 H 5.4544 5.8333 -0.4084
74 H 4.1391 5.4881 -1.4988
75 H 4.6730 4.2493 -0.3535
76 H 2.8014 3.8117 -1.8105
77 H 1.9012 2.4253 -2.3512
78 H -0.2503 3.2954 0.0373
79 H -0.5319 2.4496 -1.5362
80 H -3.3610 4.4357 -1.5401
81 H -2.7728 2.8024 -1.6629
82 H -3.5196 4.4721 0.7178
83 H -2.1424 3.4331 1.0087
84 H -3.8294 1.8600 -0.1653
85 H 3.0254 -1.1838 0.3300
86 O -5.5981 3.3498 -4.6981
87 C -5.0256 3.2005 -5.7577
88 C -5.7702 3.2524 -7.0466
89 C -7.1376 3.4980 -7.0294
90 C -7.8386 3.5840 -8.2201
91 C -7.1771 3.4263 -9.4336
92 C -5.8174 3.1666 -9.4560
93 C -5.1098 3.0735 -8.2641
94 C -3.6502 2.7761 -8.3073
95 O -3.0867 2.5691 -9.3614
96 C -2.9019 2.7454 -7.0193
97 C -1.5335 2.5054 -7.0353
98 C -0.8187 2.5042 -5.8496
99 C -1.4675 2.7422 -4.6423
100 C -2.8330 2.9675 -4.6198
101 C -3.5554 2.9670 -5.8058
102 H -7.6452 3.6244 -6.0831
103 H -8.9029 3.7788 -8.2052
104 H -7.7254 3.5048 -10.3631
105 H -5.2988 3.0378 -10.3959
106 H -1.0342 2.3259 -7.9773
107 H 0.2481 2.3228 -5.8643
108 H -0.9038 2.7539 -3.7187
109 H -3.3425 3.1509 -3.6867

Results
frontier orbital gap	0.2492	Ha
total charge	0
highest occupied orbital energy	-0.2859	Eh
SMILES string	CCCCCCCCCCCCc1cccc2c1Sc1cc(B(O)CC)c(COCOCCO)c(N=C=O)c1N2.O=C1c2ccccc2C(=O)c2ccccc21
E_LUMO	-1.00	eV

DFT (the ωB97M-V functional and the def2-TZVPD basis) results for a molecular structure, C45H53Cl2F2N7O2Si4SnTe.

CARTESIAN COORDINATES (ANGSTROEM)
1 Sn -3.3919 0.4867 0.5078
2 Cl -4.8613 7.5211 -0.1605
3 C -4.7994 5.8691 -0.5938
4 C -4.5153 4.9359 0.4113
5 C -4.2544 3.5910 0.1201
6 N -4.4439 2.5451 1.0202
7 C -4.8749 2.8543 2.2679
8 O -5.1640 3.9722 2.6915
9 C -5.2140 1.6835 3.0695
10 C -5.8519 1.8780 4.3173
11 C -6.1249 0.7691 5.0901
12 C -5.7920 -0.4927 4.6108
13 C -5.1280 -0.5318 3.4022
14 N -4.7673 0.4907 2.6154
15 C -4.0477 3.1914 -1.2107
16 C -4.4645 4.1326 -2.2286
17 C -4.7557 5.4300 -1.9372
18 Cl -5.0291 6.5429 -3.2241
19 N -3.4239 2.0685 -1.5581
20 C -2.4848 2.1668 -2.5252
21 O -2.3248 3.1677 -3.2882
22 C -1.7821 0.9333 -2.8764
23 C -0.5902 1.0940 -3.6793
24 C 0.1082 -0.0248 -4.0251
25 C -0.4958 -1.2411 -3.7507
26 C -1.6586 -1.3527 -3.0029
27 N -2.2715 -0.2631 -2.5525
28 H -4.5455 5.2380 1.4729
29 H -5.9621 2.9024 4.6976
30 H -6.5918 0.9500 6.0620
31 H -5.8906 -1.3874 5.2256
32 H -4.9021 -1.5576 3.0468
33 H -4.3838 3.7735 -3.2208
34 H -0.2977 2.0835 -4.0326
35 H 0.9469 0.0393 -4.7024
36 H -0.0627 -2.1639 -4.1054
37 H -2.1207 -2.3055 -2.9205
38 C -5.4649 -1.0749 -2.0663
39 C -4.8442 -2.2183 -1.3776
40 C -4.9710 -3.4840 -1.9419
41 C -4.5709 -4.6091 -1.2649
42 C -3.7683 -4.4320 -0.1255
43 C -3.5549 -3.0694 0.3145
44 N -4.1934 -2.0402 -0.2482
45 C -2.6437 -2.8338 1.4604
46 C -2.0333 -3.8952 2.1288
47 C -1.0391 -3.6225 3.0474
48 C -0.6334 -2.2873 3.2504
49 C -1.3942 -1.3059 2.6520
50 N -2.3834 -1.5453 1.7458
51 C -1.1417 0.1044 2.9633
52 C -0.5403 0.4234 4.2034
53 C -0.1693 1.7578 4.3907
54 C -0.1664 2.6021 3.2779
55 C -0.8147 2.2096 2.0962
56 C -0.7705 3.0160 0.8497
57 N -1.5312 1.0857 2.0720
58 H -6.0627 -0.5325 -1.2692
59 H -6.0511 -1.5006 -2.8371
60 H -4.7810 -0.3202 -2.4913
61 H -5.5705 -3.6267 -2.8092
62 H -5.0067 -5.6004 -1.5646
63 H -3.4698 -5.3150 0.4350
64 H -2.3767 -4.9397 2.0310
65 H -0.5986 -4.4544 3.6035
66 H 0.2035 -1.9944 3.8786
67 H -0.4751 -0.3153 4.9759
68 H 0.2533 2.1220 5.3212
69 H 0.3478 3.5824 3.3313
70 H 0.0767 2.8197 0.2052
71 H -0.5875 4.0294 1.1228
72 H -1.6773 2.9220 0.2708
73 F 2.7752 -3.6642 -1.9890
74 C 1.9032 -3.2225 -0.9591
75 F 2.5069 -3.6080 0.2156
76 H 0.9583 -3.7662 -1.1169
77 C 6.2541 2.3408 -0.6000
78 Si 4.3946 1.7190 -0.3959
79 C 3.5108 2.6394 -1.7078
80 C 3.8052 2.3175 1.2947
81 Si 4.4042 -0.5794 -0.7583
82 Te 1.8165 -1.0060 -0.9637
83 Si 4.9917 -1.2719 -2.9680
84 C 5.9949 -2.8998 -2.6689
85 C 3.7118 -1.5193 -4.2640
86 C 6.1835 0.0660 -3.6463
87 Si 5.4879 -1.8847 0.8809
88 C 4.6287 -1.4930 2.5898
89 C 5.5737 -3.7967 0.6890
90 C 7.2110 -1.1173 1.1105
91 H 6.8756 2.0871 0.2943
92 H 6.3889 3.4343 -0.7894
93 H 6.6680 1.9565 -1.5060
94 H 3.5443 2.0519 -2.6357
95 H 3.9149 3.6546 -1.8964
96 H 2.4602 2.7210 -1.4855
97 H 4.5392 2.9343 1.8775
98 H 3.4441 1.4875 1.9967
99 H 2.9641 3.0259 1.0911
100 H 5.5168 -3.6276 -2.0550
101 H 6.8682 -2.5199 -2.0838
102 H 6.3735 -3.4121 -3.5589
103 H 4.1260 -2.4361 -4.7007
104 H 3.6884 -0.7437 -5.0361
105 H 2.7490 -1.7123 -3.8131
106 H 7.1554 0.2704 -3.0878
107 H 5.6484 1.0105 -3.8088
108 H 6.4227 -0.3444 -4.5985
109 H 5.1656 -2.1142 3.3716
110 H 3.5773 -1.7365 2.6878
111 H 4.9651 -0.4360 2.8646
112 H 5.3183 -4.2934 1.6007
113 H 6.6199 -3.9642 0.4163
114 H 4.9116 -4.2459 -0.1240
115 H 7.1003 -0.0540 1.3151
116 H 7.8704 -1.2698 0.2501
117 H 7.6300 -1.6247 2.0050

Results
frontier orbital gap (alpha / beta)	0.0736 / 0.0724	Ha
total charge	-2
highest occupied orbital energy (alpha / beta)	0.0493 / 0.0506	Eh
E_LUMO (alpha / beta)	3.34 / 3.34	eV

Values for maximum force, Eh/bohr, ordered as above
0.06307; 0.01368; 0.01959; 0.08425